(1)
Molecular formula: CH8Si2
Method: DFT, ωB97M-V/def2-TZVPD

The calculation puts the orbital gap (alpha / beta) at 6.4 / 8.1 eV. Its LUMO energy (alpha / beta) is 0.0366 / -0.1145 hartree. Its spin multiplicity is 3. Its total charge is 0. The value obtained for the total energy is -621.6068 a.u. As for the HOMO energy (alpha / beta): -0.1993 / -0.4121 hartree.

Last column: Löwdin charge in e.
Cartesian coordinates (Å):
C 0.56 0.31 0.75  -0.366
Si -1.32 0.74 0.73  0.590
Si 0.95 -1.15 -1.13  0.550
H 1.00 1.22 0.47  -0.033
H 0.97 0.13 1.74  0.009
H -1.84 1.27 -0.50  -0.081
H -2.14 -0.34 0.99  -0.115
H -1.51 1.60 1.77  -0.108
H 0.70 -0.06 -2.04  -0.137
H 2.44 -1.35 -1.41  -0.137
H 0.20 -2.38 -1.37  -0.171

=====

(2)
Molecular formula: CH9N2O
Method: DFT, ωB97M-V/def2-TZVPD

The calculation puts the orbital gap at 12.0 eV. Its LUMO energy is -0.1195 hartree. Its spin multiplicity is 1. Its total charge is +1. The value obtained for the total energy is -227.9932 a.u. As for the HOMO energy: -0.5603 hartree.

Last column: Löwdin charge in e.
Cartesian coordinates (Å):
N -1.52 -0.44 1.80  0.023
H -2.31 -0.96 2.18  0.049
H -1.93 0.48 1.62  0.046
H -0.48 -0.49 0.16  0.103
H -0.79 -0.33 2.49  0.044
N -0.10 -0.42 -0.84  0.189
C 1.01 0.67 -0.75  -0.217
O 1.94 0.23 -1.63  0.015
H 0.41 -1.28 -1.07  0.164
H -0.83 -0.29 -1.53  0.162
H 1.38 0.64 0.29  0.143
H 0.42 1.57 -0.98  0.146
H 2.80 0.62 -1.76  0.134

=====

(3)
Molecular formula: CH9N4
Method: DFT, ωB97M-V/def2-TZVPD

The calculation puts the orbital gap at 10.1 eV. Its LUMO energy is -0.1128 hartree. Its spin multiplicity is 1. Its total charge is +1. The value obtained for the total energy is -262.1632 a.u. As for the HOMO energy: -0.4824 hartree.

Last column: Löwdin charge in e.
Cartesian coordinates (Å):
C 0.22 0.20 0.59  -0.300
N -0.80 0.38 -0.13  0.049
N -1.64 -1.06 -2.14  0.123
N 0.93 0.85 1.49  -0.091
N 2.34 0.65 1.83  0.061
H 0.93 -1.16 0.71  0.247
H -1.20 1.36 -0.11  0.146
H -1.16 -0.40 -1.15  0.062
H -2.63 -1.24 -1.94  0.109
H -1.56 -0.35 -2.99  0.173
H 0.87 1.95 1.68  0.211
H -1.24 -1.91 -2.47  0.082
H 2.44 1.00 2.81  0.122
H 2.48 -0.28 1.82  0.005

=====

(4)
Molecular formula: CH9N4
Method: DFT, ωB97M-V/def2-TZVPD

The calculation puts the orbital gap (alpha / beta) at 12.9 / 7.8 eV. Its LUMO energy (alpha / beta) is -0.2975 / -0.4646 hartree. Its spin multiplicity is 2. Its total charge is +2. The value obtained for the total energy is -261.8200 a.u. As for the HOMO energy (alpha / beta): -0.7708 / -0.7516 hartree.

Last column: Löwdin charge in e.
Cartesian coordinates (Å):
N -1.64 -0.59 -0.29  0.224
C -0.89 0.55 -0.24  -0.463
N -0.94 1.38 -1.32  0.275
N 0.00 0.86 0.70  0.277
H -1.90 -0.98 0.61  0.145
H -2.45 -0.53 -0.90  0.152
H -1.86 1.57 -1.72  0.166
H -0.41 2.24 -1.12  0.157
H -0.36 0.54 1.61  0.136
N 2.10 -1.03 0.52  0.333
H 2.12 -1.79 1.21  0.174
H 2.30 -0.14 0.98  0.154
H 2.78 -1.23 -0.23  0.180
H 1.15 -0.85 0.19  0.090

=====

(5)
Molecular formula: CH9N5
Method: DFT, ωB97M-V/def2-TZVPD

The calculation puts the orbital gap at 8.6 eV. Its LUMO energy is -0.2820 hartree. Its spin multiplicity is 1. Its total charge is +2. The value obtained for the total energy is -316.4793 a.u. As for the HOMO energy: -0.5978 hartree.

Last column: Löwdin charge in e.
Cartesian coordinates (Å):
C -9.76 -1.02 0.67  0.168
N -9.85 -0.21 -0.31  -0.047
N 12.69 -1.05 -0.81  0.190
N 12.46 0.89 0.38  0.142
N -10.87 0.58 -0.61  0.133
N 12.76 -0.33 0.13  -0.214
H -10.55 -1.11 1.40  0.123
H -8.87 -1.61 0.80  0.119
H -9.07 -0.15 -0.97  0.209
H 12.33 -0.74 -1.72  0.141
H 12.07 1.49 -0.35  0.163
H 12.61 1.30 1.30  0.147
H -10.80 1.22 -1.38  0.146
H -11.67 0.59 0.00  0.148
H 13.40 -1.08 1.46  0.432

=====

(6)
Molecular formula: CH9NO3
Method: DFT, ωB97M-V/def2-TZVPD

The calculation puts the orbital gap at 11.2 eV. Its LUMO energy is 0.0193 hartree. Its spin multiplicity is 1. Its total charge is 0. The value obtained for the total energy is -323.9109 a.u. As for the SMILES: C=N.O.O.O. As for the HOMO energy: -0.3930 hartree.

Last column: Löwdin charge in e.
Cartesian coordinates (Å):
C -0.97 1.23 0.51  -0.130
N 0.21 1.72 0.68  -0.015
H -0.99 0.37 -0.19  0.060
H -1.90 1.79 0.65  0.069
H 0.24 2.72 1.13  0.093
H -2.88 -2.79 -0.17  0.097
H -2.64 -1.56 0.80  -0.014
O -2.94 -1.77 -0.06  -0.084
H 0.85 0.21 -2.42  0.050
H 1.51 1.23 -1.23  0.053
O 1.68 0.49 -1.94  -0.145
H 1.96 -0.74 0.70  0.024
H 3.27 -1.54 0.46  -0.003
O 2.60 -1.37 1.08  -0.056

=====

(7)
Molecular formula: CH9NO3
Method: DFT, ωB97M-V/def2-TZVPD

The calculation puts the orbital gap at 10.0 eV. Its LUMO energy is 0.0137 hartree. Its spin multiplicity is 1. Its total charge is 0. The value obtained for the total energy is -323.9211 a.u. As for the SMILES: NCO.O.O. As for the HOMO energy: -0.3527 hartree.

Last column: Löwdin charge in e.
Cartesian coordinates (Å):
N -0.33 -0.05 -1.49  0.004
C -1.15 0.64 -0.45  -0.309
O -0.31 1.17 0.52  -0.092
H -0.62 0.06 -2.47  0.065
H 0.67 0.07 -1.53  0.045
H -1.90 1.41 -0.81  0.136
H -1.58 -0.28 0.01  0.106
H -0.40 2.13 0.51  0.096
H -0.08 -2.52 0.32  0.054
H 0.35 -2.37 1.61  0.028
O -0.30 -2.95 1.20  -0.095
H 1.49 0.78 1.50  0.023
H 1.97 1.31 0.24  0.020
O 2.20 0.61 0.86  -0.082

=====

(8)
Molecular formula: CH9NO4
Method: DFT, ωB97M-V/def2-TZVPD

The calculation puts the orbital gap at 10.1 eV. Its LUMO energy is 0.0135 hartree. Its spin multiplicity is 1. Its total charge is 0. The value obtained for the total energy is -399.2173 a.u. As for the SMILES: NC=O.O.O.O. As for the HOMO energy: -0.3588 hartree.

Last column: Löwdin charge in e.
Cartesian coordinates (Å):
C 0.43 0.14 3.50  -0.441
N 0.58 0.48 2.20  0.120
O 0.64 -0.93 4.01  0.009
H 0.03 0.97 4.12  0.122
H 1.06 -0.09 1.52  0.090
H 0.64 1.46 1.99  0.085
H -2.57 -0.26 -2.49  0.043
H -3.36 -0.62 -1.24  0.046
O -2.55 -0.82 -1.71  -0.055
H 1.64 1.68 -1.65  0.044
H 2.36 0.74 -0.73  0.037
O 1.68 1.42 -0.72  -0.069
H -0.30 -1.35 -3.71  0.031
H -0.48 -1.42 -2.20  0.016
O 0.21 -1.39 -2.89  -0.079

=====

Energy above the lowest of the compared OMol25 structures with the same formula, charge and spin (kJ/mol)
74.6; 58.5; 475.5; 0.0; 557.3; 148.7; 122.0; 90.0